(1)
DFT (the ωB97M-V functional and the def2-TZVPD basis) results for one molecule with the formula C2BrF3S at a distorted geometry.

Each atom is followed by the atoms it is bonded to, with distances in Å.
CARTESIAN COORDINATES (ANGSTROEM)
1 C 0.5343 0.2697 -0.6754  C2 1.509, F3 1.332, S6 1.600
2 C -0.3080 -0.0420 0.5371  C1 1.509, F4 1.335, F5 1.330, Br7 1.987
3 F -0.1910 0.8437 -1.6337  C1 1.332
4 F -1.1171 0.9645 0.8740  C2 1.335
5 F 0.4367 -0.3332 1.5996  C2 1.330
6 S 2.0870 -0.0785 -0.8413  C1 1.600
7 Br -1.4419 -1.6242 0.1396  C2 1.987

Largest force on an atom = 4.52 eV Å⁻¹
<S²> = 2.01
Energy relative to the best compared isomer or geometry (same formula, charge and spin) = 0.0 kJ/mol
Gap between HOMO and LUMO (spin up / spin down) = 8.43 / 7.09 eV
2S+1 = 3
E_HOMO (spin up / spin down) = -7.79 / -10.87 eV

(2)
DFT (the ωB97M-V functional and the def2-TZVPD basis) results for a 14-piece molecular cluster, CH27O16 overall at a distorted geometry.

Each atom is followed by the atoms it is bonded to, with distances in Å.
CARTESIAN COORDINATES (ANGSTROEM)
1 C -0.6737 0.0726 -0.1712  O2 1.265, O3 1.351, O4 1.262
2 O -0.8667 1.2086 0.3518  C1 1.265
3 O 0.5243 -0.1104 -0.7682  C1 1.351, H5 1.023
4 O -1.4367 -0.9254 -0.0512  C1 1.262
5 H 1.1943 0.6526 -0.8952  O3 1.023
6 O -0.5137 -2.5254 2.5868  H7 0.917, H8 0.943
7 H -1.2077 -2.0374 2.2378  O6 0.917
8 H 0.0373 -1.8934 3.0178  O6 0.943
9 O -3.2237 2.5846 0.5188  H10 0.900, H11 0.919
10 H -3.8597 2.7706 -0.0902  O9 0.900
11 H -2.5477 2.1416 0.0818  O9 0.919
12 O 3.4253 1.6536 -1.6912  H13 0.929, H14 0.926
13 H 4.0153 2.1786 -1.2022  O12 0.929
14 H 3.4553 2.1846 -2.4492  O12 0.926
15 O 1.3713 -0.0254 -4.0512  H16 1.042, H17 0.983
16 H 1.2953 0.9126 -3.6042  O15 1.042
17 H 1.7733 -0.6724 -3.4302  O15 0.983
18 O -0.1517 -3.7594 -0.1342  H19 0.913, H20 0.942
19 H -0.9267 -3.5644 -0.5752  O18 0.913
20 H -0.2957 -3.3214 0.6878  O18 0.942
21 O -2.1207 1.3296 2.7268  H22 0.961, H23 0.974
22 H -1.6777 2.1806 2.7828  O21 0.961
23 H -1.7947 1.2266 1.8148  O21 0.974
24 O 2.2683 -1.9974 -0.1482  H25 1.128, H26 0.975
25 H 1.5623 -1.1834 -0.4822  O24 1.128
26 H 1.9223 -2.8134 0.2578  O24 0.975
27 O 1.1473 1.5766 2.4238  H28 0.981, H29 1.015
28 H 1.3403 2.2876 1.7758  O27 0.981
29 H 0.2633 1.3056 2.0048  O27 1.015
30 O -1.9757 -2.6964 -1.8482  H31 0.955, H32 0.969
31 H -1.4237 -2.1234 -1.3202  O30 0.955
32 H -1.3807 -2.9554 -2.5682  O30 0.969
33 O 3.3933 -0.0384 1.6158  H34 0.909, H35 0.924
34 H 3.0813 -0.6414 1.0108  O33 0.909
35 H 2.8183 0.6736 1.4858  O33 0.924
36 O -2.2247 1.1986 -2.2912  H37 1.007, H38 1.003
37 H -1.7717 0.5066 -1.7172  O36 1.007
38 H -2.6037 0.7826 -3.1212  O36 1.003
39 O 2.1703 3.1876 0.4528  H40 0.865, H41 0.926
40 H 1.8893 3.5016 -0.3022  O39 0.865
41 H 3.0513 2.9316 0.3278  O39 0.926
42 O -2.9697 -2.2484 1.6858  H43 0.889, H44 1.031
43 H -3.7157 -1.9544 2.0688  O42 0.889
44 H -2.6357 -1.5604 0.9948  O42 1.031

Largest force on an atom = 7.08 eV Å⁻¹
Energy relative to the best compared isomer or geometry (same formula, charge and spin) = 298.3 kJ/mol
Gap between HOMO and LUMO = 8.93 eV
Net charge = -1
E_HOMO = -7.32 eV